{"formula": "C7H11F6N2O5S5Sc", "method": "ωB97M-V/def2-TZVPD", "total_charge": 2, "e_homo_ev": -15.873, "max_force_ev_per_a": 1.8, "e_lumo_ev": -6.6, "symbols": ["Sc", "F", "C", "F", "F", "S", "O", "O", "N", "S", "O", "O", "C", "F", "F", "F", "S", "C", "N", "C", "C", "S", "H", "H", "H", "H", "H", "C", "S", "C", "O", "H", "H", "H", "H", "H", "H"], "positions_angstrom": [[-0.534, -0.418, 0.389], [-3.258, 1.441, 4.291], [-3.533, 1.303, 3.025], [-4.213, 0.209, 2.784], [-4.111, 2.358, 2.522], [-1.912, 1.057, 2.106], [-1.207, -0.145, 2.581], [-2.216, 0.754, 0.674], [-1.105, 2.380, 2.253], [0.102, 2.523, 1.234], [1.105, 3.428, 1.632], [0.570, 1.137, 0.838], [-0.652, 3.115, -0.399], [-0.689, 2.068, -1.232], [0.131, 4.039, -0.887], [-1.865, 3.563, -0.191], [-1.468, -1.149, -1.884], [-0.224, -0.547, -2.870], [-0.349, -0.236, -4.132], [0.784, 0.452, -4.775], [2.021, 0.078, -3.964], [1.381, -0.278, -2.286], [-1.238, -0.346, -4.605], [0.601, 1.525, -4.754], [0.881, 0.133, -5.810], [2.749, 0.881, -3.916], [2.495, -0.834, -4.317], [1.600, -1.839, 3.096], [0.578, -2.963, 2.169], [1.837, -4.016, 1.506], [0.145, -2.112, 0.918], [2.130, -2.405, 3.862], [0.945, -1.110, 3.566], [2.299, -1.373, 2.404], [2.330, -4.494, 2.354], [2.535, -3.411, 0.928], [1.352, -4.770, 0.889]], "atomic_forces_ev_per_a": [[-0.6, -1.1, -1.3], [0.0, 0.0, 0.1], [0.2, 0.0, -0.1], [-0.1, -0.1, 0.0], [-0.1, 0.1, 0.0], [0.1, 0.0, 0.0], [-0.2, 0.1, 0.1], [-0.7, 0.4, 0.3], [-0.1, 0.0, 0.1], [0.2, 0.1, -0.2], [-0.2, -0.2, 0.1], [0.6, 1.2, 0.4], [0.1, 0.1, 0.3], [-0.1, 0.1, -0.2], [0.0, 0.1, -0.1], [0.0, 0.1, -0.1], [0.0, 0.1, 0.0], [0.1, 0.0, 0.1], [0.0, 0.0, -0.2], [-0.1, -0.1, 0.0], [0.0, 0.0, 0.1], [0.1, 0.0, 0.0], [0.0, 0.0, 0.0], [0.0, 0.1, 0.0], [0.0, 0.0, 0.0], [0.0, 0.0, 0.0], [0.0, 0.0, 0.0], [0.0, 0.0, 0.0], [-0.1, 0.0, 0.0], [0.0, -0.1, -0.1], [0.7, -0.9, 0.8], [0.0, 0.0, 0.0], [0.0, 0.1, 0.0], [0.1, 0.1, 0.0], [0.0, 0.0, -0.1], [0.0, -0.1, 0.0], [0.0, 0.0, 0.0]], "lowdin_charge": [0.81, 0.23, -0.69, 0.21, 0.23, 0.75, -0.31, -0.36, -0.24, 0.76, -0.16, -0.39, -0.66, 0.10, 0.21, 0.20, 0.73, -1.07, -0.01, -0.16, -0.34, 0.98, 0.17, 0.14, 0.14, 0.10, 0.10, -0.20, 1.05, -0.21, -0.61, 0.09, 0.06, 0.08, 0.09, 0.08, 0.08]}


{"formula": "C7H11FN", "method": "ωB97M-V/def2-TZVPD", "total_charge": 1, "e_homo_ev": [-9.284, -14.869], "max_force_ev_per_a": 9.2, "spin_multiplicity": 3, "s2": 2.0068, "e_lumo_ev": [-3.5, -6.1], "symbols": ["C", "C", "C", "C", "C", "C", "C", "N", "F", "H", "H", "H", "H", "H", "H", "H", "H", "H", "H", "H"], "positions_angstrom": [[-1.730, -0.787, 0.311], [-1.162, 0.214, 0.982], [-1.066, -1.568, -0.832], [0.044, -0.733, -1.560], [1.330, -0.363, 0.671], [0.165, 0.663, 0.607], [0.798, 0.114, -0.690], [0.574, 2.003, 0.931], [1.622, 0.991, -1.349], [-2.588, -1.246, 0.683], [-1.871, 0.722, 1.661], [-0.467, -2.286, -0.317], [-1.773, -1.853, -1.508], [0.775, -1.344, -2.099], [-0.374, -0.063, -2.263], [2.219, -0.040, 1.014], [1.075, -1.287, 1.043], [1.394, 2.050, 0.192], [1.135, 2.057, 1.796], [-0.098, 2.755, 0.726]], "atomic_forces_ev_per_a": [[-2.2, -6.8, -5.9], [2.9, 6.7, 4.2], [2.4, 3.8, 2.2], [-0.9, -1.3, -0.7], [-2.6, 1.3, -2.8], [-1.4, -1.6, 0.5], [1.2, -0.2, 3.2], [3.7, 0.5, -1.8], [0.1, 0.4, 0.3], [-1.2, -0.8, 0.7], [1.0, 0.6, -0.4], [-0.1, -1.7, 0.1], [-1.6, -1.6, -1.7], [-0.3, -0.3, 0.0], [-0.8, 0.5, -1.1], [3.0, 1.3, 0.8], [-0.7, -2.0, 0.5], [-1.6, 1.0, 1.1], [-1.1, 0.4, 0.1], [0.2, -0.3, 0.5]], "lowdin_charge": [-0.05, -0.03, -0.08, -0.09, 0.11, -0.33, -0.38, 0.26, 0.07, 0.10, 0.14, 0.11, 0.09, 0.15, 0.13, 0.09, 0.11, 0.21, 0.19, 0.20]}


{"formula": "C7H11FN2", "method": "ωB97M-V/def2-TZVPD", "smiles": "FC1=NCC=CC1.C=NC", "e_homo_ev": -8.905, "max_force_ev_per_a": 5.6, "e_lumo_ev": 0.9, "symbols": ["C", "C", "C", "C", "C", "C", "C", "N", "N", "F", "H", "H", "H", "H", "H", "H", "H", "H", "H", "H", "H"], "positions_angstrom": [[-1.501, 0.831, 0.486], [-1.480, -0.394, 1.053], [-1.434, 0.886, -1.036], [-1.190, -1.638, 0.459], [-1.037, -1.415, -1.048], [1.997, -0.201, -0.821], [1.485, 1.047, 1.055], [-1.304, -0.348, -1.685], [1.126, 0.343, -0.132], [-0.596, -2.416, -1.810], [-1.530, 1.845, 0.926], [-1.502, -0.318, 2.093], [-2.241, 1.486, -1.500], [-0.219, -1.986, 0.888], [-1.892, -2.371, 0.635], [-0.430, 1.348, -1.278], [1.965, -0.689, -1.713], [3.154, -0.204, -0.486], [1.012, 0.496, 1.903], [2.552, 1.121, 1.287], [0.964, 2.005, 0.930]], "atomic_forces_ev_per_a": [[-0.7, -1.1, -1.9], [-0.7, 5.2, 0.9], [0.7, 1.5, 0.8], [3.1, -0.7, -2.8], [-0.8, 2.6, -0.5], [4.9, 0.7, 2.7], [-0.9, -0.5, 0.9], [0.5, -2.9, 0.1], [-0.1, -0.3, -0.5], [-0.1, -1.0, 0.4], [-0.2, -1.1, 0.5], [-0.1, -0.5, 1.9], [0.4, -0.2, 0.3], [-0.5, -0.1, -0.4], [-1.6, -1.8, 0.4], [-1.2, 0.3, 0.1], [-1.4, -1.3, -2.5], [-2.1, 0.3, -0.3], [0.2, 0.6, -0.4], [0.1, 0.2, -0.4], [0.5, 0.1, 0.6]], "lowdin_charge": [-0.08, -0.16, -0.26, -0.11, -0.35, -0.04, -0.13, 0.10, -0.12, 0.08, 0.11, 0.09, 0.12, 0.14, 0.10, 0.11, 0.04, 0.11, 0.09, 0.07, 0.08]}


{"formula": "C7H11FN3", "method": "ωB97M-V/def2-TZVPD", "total_charge": 1, "e_homo_ev": -14.886, "max_force_ev_per_a": 5.9, "e_lumo_ev": -5.2, "symbols": ["C", "C", "C", "C", "C", "C", "C", "N", "N", "N", "F", "H", "H", "H", "H", "H", "H", "H", "H", "H", "H", "H"], "positions_angstrom": [[2.632, -0.146, -0.166], [0.905, -1.850, -0.822], [-0.271, -2.016, -0.244], [1.415, -0.480, -0.904], [-1.141, -0.839, -0.047], [-1.797, -0.963, 1.345], [0.399, 2.610, -0.219], [3.471, 0.238, 0.516], [-0.521, 1.430, -0.450], [-0.135, 0.258, -0.079], [0.464, 0.298, 1.427], [1.587, -2.612, -1.210], [-0.807, -2.917, -0.327], [1.330, 0.058, -1.801], [-1.933, -0.743, -0.806], [-1.088, -1.438, 2.020], [-2.805, -1.473, 1.003], [-2.216, -0.051, 1.830], [1.489, 2.474, -0.722], [0.018, 3.443, -0.871], [0.412, 2.826, 0.782], [-1.410, 1.891, -0.253]], "atomic_forces_ev_per_a": [[-1.2, 0.2, 0.0], [0.7, -0.3, 0.2], [-0.3, -0.2, -2.4], [-1.0, 0.9, 2.3], [0.4, 0.4, 2.1], [-2.8, 0.2, -1.2], [2.3, -0.6, -5.4], [0.3, -0.1, -0.1], [1.4, 2.9, -0.2], [1.9, 0.0, 0.5], [-0.8, 0.0, -1.4], [-0.4, -0.1, 0.4], [-0.2, -1.4, 0.5], [-0.1, 0.5, -1.4], [0.8, 0.4, -0.1], [-0.7, -0.4, 0.1], [2.1, 0.0, 1.5], [0.8, -0.2, -0.6], [-2.4, -0.2, 1.6], [-0.1, -0.8, 1.0], [0.3, 0.6, 2.4], [-0.8, -1.8, 0.3]], "lowdin_charge": [-0.15, -0.02, -0.03, -0.01, -0.28, -0.03, 0.01, 0.24, 0.01, -0.05, -0.08, 0.15, 0.13, 0.13, 0.17, 0.09, 0.14, 0.10, 0.14, 0.11, 0.05, 0.17]}


{"formula": "C7H11FeI2N2OS", "method": "ωB97M-V/def2-TZVPD", "total_charge": -2, "e_homo_ev": [3.001, -1.372], "max_force_ev_per_a": 5.2, "spin_multiplicity": 6, "s2": 8.8091, "e_lumo_ev": [4.6, 4.8], "symbols": ["C", "I", "H", "H", "H", "C", "C", "N", "H", "I", "N", "H", "Fe", "C", "O", "C", "C", "H", "H", "H", "C", "H", "H", "H", "S"], "positions_angstrom": [[0.625, -3.329, -3.006], [3.139, -0.928, -0.712], [1.709, -3.175, -2.872], [0.366, -3.242, -4.093], [0.488, -4.276, -2.450], [-1.571, 1.757, -2.915], [0.080, 0.818, -1.682], [-1.239, 1.168, -1.720], [-0.269, 2.119, -4.672], [0.993, 1.069, 0.736], [0.556, 1.178, -2.929], [-2.532, 2.167, -3.135], [0.817, -0.750, -0.799], [0.008, -2.170, -2.280], [-0.912, -1.485, -2.822], [-0.450, 1.765, -3.663], [1.903, 1.123, -3.443], [2.433, 2.072, -3.267], [1.834, 0.916, -4.512], [2.438, 0.313, -2.943], [-2.195, 1.033, -0.649], [-3.177, 1.273, -1.044], [-1.932, 1.726, 0.139], [-2.198, 0.024, -0.253], [-0.327, -2.443, -0.440]], "atomic_forces_ev_per_a": [[1.8, 0.6, -0.2], [4.4, -1.5, -0.6], [0.0, -0.1, -0.4], [0.1, -0.6, 1.0], [-0.6, 0.4, -0.7], [0.7, 0.1, -0.2], [-1.1, -0.3, -3.6], [0.5, 0.4, -0.3], [-0.1, 0.0, 0.3], [-0.1, 3.2, 4.0], [-1.1, 0.9, 0.5], [-0.3, 0.0, 0.1], [-1.1, -0.1, 0.0], [-4.7, 0.1, 0.4], [2.1, -1.0, -0.3], [0.1, 0.2, -0.5], [0.1, -0.2, 0.2], [-0.1, -0.3, 0.0], [0.1, 0.0, 0.0], [0.0, 0.2, -0.2], [0.0, -0.1, 0.1], [-0.1, 0.0, 0.0], [0.0, 0.1, 0.3], [0.1, -0.2, 0.0], [-0.6, -1.9, -0.1]], "lowdin_charge": [-0.13, 0.12, 0.04, 0.08, 0.07, -0.09, -0.51, -0.15, 0.10, -0.20, -0.13, 0.10, -0.73, -0.88, -0.14, -0.10, -0.09, 0.09, 0.08, -0.05, -0.10, 0.08, 0.04, 0.06, 0.43]}


{"formula": "C7H11INO2", "method": "ωB97M-V/def2-TZVPD", "total_charge": 1, "e_homo_ev": -13.278, "max_force_ev_per_a": 5.4, "e_lumo_ev": -6.4, "symbols": ["C", "C", "C", "C", "C", "C", "C", "N", "O", "O", "I", "H", "H", "H", "H", "H", "H", "H", "H", "H", "H", "H"], "positions_angstrom": [[0.650, 1.243, -0.003], [-0.152, 2.332, 0.341], [-0.911, -1.614, -1.071], [1.907, 1.279, 0.535], [0.487, -0.968, -0.964], [-0.653, -2.121, 0.346], [-1.478, 2.886, 0.047], [0.682, -1.412, 0.387], [0.253, 0.432, -0.981], [-0.489, -3.522, 0.482], [3.547, 0.126, 0.069], [0.272, 2.911, 1.007], [-1.623, -0.917, -1.033], [-0.933, -2.373, -1.951], [2.334, 2.008, 1.211], [1.355, -1.399, -1.526], [-1.233, -1.872, 1.205], [-2.132, 2.609, 0.887], [-1.974, 2.308, -0.692], [-1.321, 3.917, -0.154], [1.363, -2.144, 0.606], [0.048, -3.709, 1.251]], "atomic_forces_ev_per_a": [[-0.9, 0.5, -0.8], [-1.3, -2.4, -1.7], [3.5, -3.9, -1.3], [2.1, -0.5, 0.1], [0.8, -1.6, 0.3], [1.6, -1.6, 1.1], [0.2, -2.6, -0.2], [-1.5, -0.9, 1.4], [0.3, 0.8, -0.7], [0.0, 0.1, -1.3], [-0.5, 0.2, -0.1], [2.6, 2.8, 3.4], [-3.0, 2.6, -0.7], [-0.5, 1.2, 1.9], [-1.1, 0.3, 0.3], [-1.0, 1.3, -0.7], [-1.1, 1.0, 0.1], [0.3, 0.9, 0.5], [-0.3, 0.0, -1.4], [-0.6, 1.0, 0.0], [0.3, 0.7, -0.7], [-0.1, -0.1, 0.4]], "lowdin_charge": [-0.38, 0.09, 0.02, -0.42, -0.36, -0.33, 0.02, 0.02, 0.01, 0.00, 1.15, 0.07, 0.07, 0.18, 0.05, 0.15, 0.14, 0.14, 0.08, 0.10, 0.11, 0.09]}